Below is one molecule with the formula C13H10N2, with properties calculated with ωB97M-V/def2-TZVPD.

```
25
Properties=species:S:1:pos:R:3:forces:R:3:nbo_charge:R:1
N -2.2602 0.7676 0.6335 -1.7 1.1 -0.1 -0.844
C -1.0195 0.3050 0.2953 4.3 -1.5 -2.6 0.271
C -0.3467 0.5716 -0.9816 -2.2 -0.2 2.1 -0.156
C -1.0383 1.3696 -1.9100 0.0 1.1 -1.5 -0.191
C -0.4443 1.8119 -3.0807 0.0 -0.8 -0.4 -0.222
C 0.8168 1.1846 -3.4594 0.1 -0.2 0.5 -0.201
C 1.4445 0.2958 -2.5733 -0.4 1.8 -0.9 -0.204
C 0.9182 0.0302 -1.2612 0.8 -1.2 -1.0 0.162
N 1.6123 -0.8211 -0.4575 -1.5 1.5 1.5 -0.402
C 1.0340 -0.9444 0.7804 1.6 -0.6 0.0 0.160
C 1.7672 -1.5961 1.8351 -0.9 -0.2 1.2 -0.206
C 1.1495 -1.8602 3.0602 0.8 0.6 -1.6 -0.194
C -0.1289 -1.3829 3.3986 -1.5 0.5 -1.1 -0.227
C -0.8556 -0.6956 2.4261 2.3 -2.1 1.6 -0.182
C -0.2547 -0.4809 1.1719 -1.2 1.2 -0.9 -0.077
H -2.9024 0.5865 -0.1345 -0.1 0.0 0.2 0.376
H -2.1973 1.7863 0.6833 -0.3 -0.1 0.2 0.383
H -2.0920 1.5955 -1.7021 0.6 0.4 -0.1 0.199
H -0.9547 2.5444 -3.7652 0.6 -1.0 0.8 0.221
H 1.2586 1.3806 -4.4837 -0.5 -0.1 1.5 0.222
H 2.4416 -0.0441 -2.8196 -0.1 -0.4 0.0 0.227
H 2.8278 -1.8155 1.7727 -0.2 -0.3 -0.6 0.225
H 1.6718 -2.4866 3.7413 0.5 -0.1 0.7 0.210
H -0.5618 -1.6139 4.3691 0.1 0.0 -0.2 0.215
H -1.8857 -0.4884 2.4615 -0.9 0.6 0.7 0.235
```
Forces are in eV/Å.

Summary:
**Orbital gap**: 7.148 eV
**SMILES**: Nc1c2ccccc2nc2ccccc12
**2S+1**: 1
**E_HOMO**: -7.74 eV

=====

Below is C54H63CoN5O as an isolated structure, with properties calculated with ωB97M-V/def2-TZVPD.

```
124
Properties=species:S:1:pos:R:3:forces:R:3:mulliken_charge:R:1
Co 0.0127 0.0340 -0.0903 -0.2 0.5 0.8 0.741
C 5.5646 0.1063 -3.4994 0.1 0.0 0.1 -1.328
C 5.3625 0.6872 -2.0932 -0.2 -0.1 -0.1 -1.481
C 3.9184 0.9981 -1.8405 0.0 0.1 0.0 1.077
C 3.2662 2.1702 -2.0540 0.2 -0.1 -0.1 0.993
C 3.8644 3.4645 -2.5137 0.0 0.0 0.2 -1.112
C 4.1759 4.4005 -1.3390 0.0 0.0 -0.1 -1.107
C 1.8675 1.9246 -1.7349 0.0 -0.1 0.0 0.228
N 1.6939 0.6452 -1.3259 0.0 -0.1 -0.3 -0.418
C 2.9079 0.0488 -1.3921 0.0 0.1 0.0 -0.437
C 3.1971 -1.2763 -1.0892 -0.2 -0.1 0.0 -0.645
C 2.2750 -2.2417 -0.6897 0.1 0.3 -0.1 -0.313
C 2.5846 -3.6381 -0.4615 -0.2 -0.4 0.0 1.119
C 3.9318 -4.2840 -0.5892 0.0 0.1 0.2 -1.257
C 4.8245 -4.0664 0.6391 0.0 0.0 -0.1 -1.014
C 1.3961 -4.2399 -0.1556 0.4 0.0 0.1 0.905
C 0.3891 -3.2034 -0.2437 -0.3 0.2 -0.1 -0.317
C -0.9860 -3.4327 -0.1723 0.3 0.0 0.0 -0.556
C -1.9869 -2.5072 -0.4307 -0.1 0.3 -0.1 -0.469
N -1.7915 -1.2076 -0.7580 -0.1 -0.2 -0.6 -0.216
C -3.0202 -0.6674 -0.9388 0.2 -0.2 -0.1 0.195
C -3.2998 0.6459 -1.2988 0.2 0.2 0.0 -0.610
C -2.3794 1.6812 -1.4809 0.0 -0.4 0.0 -0.109
N -1.0453 1.5173 -1.3997 -0.2 0.2 -0.1 -0.045
C -0.4926 2.7019 -1.7274 0.2 -0.2 0.0 -1.125
C 0.8785 2.8886 -1.8902 -0.2 0.0 0.0 -1.172
C -1.5190 3.7068 -1.9602 -0.2 0.0 0.0 1.123
C -2.7137 3.0608 -1.7923 0.1 0.3 0.1 1.029
C -4.1220 3.5776 -1.8718 0.1 -0.1 -0.3 -1.325
C -4.6380 3.6021 -3.3166 0.0 0.0 0.2 -1.437
C -1.1944 5.1256 -2.3341 -0.1 0.1 0.0 -0.233
C -2.2308 6.1889 -1.9689 0.1 -0.1 0.0 -1.531
C -4.0572 -1.6601 -0.6813 -0.1 -0.1 0.1 0.714
C -3.4108 -2.8126 -0.3768 -0.2 0.0 0.0 0.959
C -4.0151 -4.1302 0.0002 0.0 0.1 0.2 -1.217
C -3.9655 -4.3696 1.5144 0.0 0.0 -0.1 -0.974
C -5.5328 -1.4132 -0.7545 0.1 0.0 -0.2 -1.197
C -6.0471 -1.4825 -2.1996 0.0 0.1 0.2 -1.279
N 0.9588 -2.0059 -0.5136 0.0 -0.1 0.0 -0.182
C 1.1621 -5.6818 0.1778 0.0 0.0 -0.2 -1.390
C 0.8353 -6.5316 -1.0577 0.0 0.0 0.1 -1.207
H 6.5934 -0.2352 -3.6506 0.0 0.0 0.0 0.408
H 5.3263 0.8549 -4.2573 0.0 0.0 0.0 0.305
H 4.8916 -0.7397 -3.6436 0.0 0.0 0.0 0.288
H 5.9677 1.5910 -1.9773 0.0 0.0 0.0 0.524
H 5.7204 -0.0341 -1.3544 0.0 0.0 0.0 0.342
H 3.1851 3.9667 -3.2077 0.0 0.0 0.0 0.451
H 4.7901 3.2587 -3.0600 0.0 0.0 -0.1 0.436
H 3.2569 4.6741 -0.8190 0.0 0.0 0.1 0.139
H 4.6693 5.3164 -1.6792 0.0 0.0 0.0 0.454
H 4.8286 3.8954 -0.6249 0.0 0.0 0.0 0.236
H 4.2294 -1.5933 -1.1871 0.0 0.0 0.0 0.220
H 4.4435 -3.8842 -1.4699 0.0 0.0 0.0 0.397
H 3.8032 -5.3580 -0.7568 0.0 0.0 -0.1 0.390
H 4.8522 -3.0089 0.9018 0.0 0.0 0.0 0.114
H 5.8458 -4.4088 0.4462 0.0 0.0 0.1 0.424
H 4.4351 -4.6121 1.5012 0.0 0.0 0.0 0.264
H -1.2960 -4.4477 0.0529 0.0 0.0 0.0 0.241
H -4.3467 0.8941 -1.4258 0.0 0.0 0.1 0.245
H 1.2057 3.8656 -2.2277 0.0 0.0 0.1 0.205
H -4.1916 4.5745 -1.4352 0.0 -0.1 0.0 0.484
H -4.7666 2.9285 -1.2760 0.0 0.0 0.0 0.366
H -4.0314 4.2760 -3.9254 0.0 0.0 0.0 0.314
H -5.6822 3.9253 -3.3667 0.0 0.0 0.0 0.406
H -4.5603 2.6023 -3.7467 0.0 0.0 -0.1 0.345
H -0.9967 5.1805 -3.4125 0.0 0.0 0.0 0.391
H -0.2610 5.3979 -1.8351 0.0 0.0 -0.1 0.258
H -3.1562 6.0698 -2.5334 0.0 0.0 0.0 0.249
H -1.8373 7.1853 -2.1855 0.0 0.0 0.0 0.485
H -2.4605 6.1375 -0.9032 -0.1 0.0 0.0 0.283
H -3.4906 -4.9413 -0.5155 0.0 0.0 0.0 0.382
H -5.0580 -4.1603 -0.3299 0.0 0.0 -0.1 0.460
H -2.9364 -4.3343 1.8715 0.0 0.0 0.1 0.168
H -4.4015 -5.3383 1.7801 0.0 0.0 0.0 0.432
H -4.5122 -3.5814 2.0344 0.0 0.0 0.0 0.218
H -5.7524 -0.4271 -0.3369 0.0 0.0 0.0 0.325
H -6.0643 -2.1434 -0.1384 0.0 0.0 0.0 0.519
H -5.4932 -0.7775 -2.8208 0.0 0.0 0.0 0.246
H -7.1122 -1.2383 -2.2592 0.0 0.0 0.0 0.398
H -5.8886 -2.4822 -2.6087 0.0 0.0 0.0 0.308
H 0.3404 -5.7614 0.8943 0.0 0.0 0.0 0.427
H 2.0514 -6.0943 0.6648 0.0 0.0 0.0 0.450
H -0.1154 -6.2195 -1.4919 0.0 0.0 0.0 0.260
H 0.7699 -7.5931 -0.8005 0.0 0.0 0.0 0.387
H 1.6089 -6.4015 -1.8166 0.0 0.0 0.0 0.304
C 5.0252 0.1612 3.7020 -0.1 0.0 -0.1 -0.354
C 4.6199 1.0087 2.6809 0.2 -0.1 0.2 -1.192
C 3.6100 0.5865 1.8252 0.0 -0.1 -0.2 -0.831
N 3.0318 -0.6051 1.9299 0.0 -0.1 0.1 1.235
C 3.4162 -1.4070 2.9137 0.1 0.0 0.0 -0.339
C 4.4075 -1.0752 3.8277 0.1 0.0 0.1 -1.080
H 5.7983 0.4583 4.4019 0.0 0.0 0.0 0.378
H 5.0701 1.9870 2.5666 -0.1 0.0 0.0 0.461
H 3.2185 1.2145 1.0330 0.0 0.1 0.0 0.744
H 2.9041 -2.3647 2.9691 0.0 0.0 0.0 0.405
H 4.6900 -1.7633 4.6154 0.0 0.0 0.0 0.402
C -4.5719 0.9790 3.3400 0.0 -0.1 0.0 -0.878
C -3.9304 1.7140 2.3234 0.0 0.1 -0.1 -1.017
C -2.7885 1.2323 1.7392 -0.1 0.1 0.0 0.525
C -2.1755 0.0226 2.1442 -0.1 -0.4 0.3 0.238
C -0.9413 -0.4345 1.5625 0.1 -0.4 0.3 0.610
C -0.3065 -1.4479 2.2721 -0.2 0.1 0.2 0.875
C -0.9101 -2.1422 3.3349 0.0 -0.1 0.1 -0.852
C -2.1645 -1.8121 3.7749 0.0 -0.1 0.1 -1.337
C -2.7994 -0.6799 3.2247 0.0 0.1 -0.1 1.379
C -4.0177 -0.1959 3.7672 -0.1 0.0 0.1 -0.946
H -5.4835 1.3564 3.7928 0.0 0.0 0.0 0.333
H -4.3406 2.6703 2.0134 0.0 0.0 0.0 0.470
H -2.2926 1.8047 0.9732 0.1 0.1 -0.1 0.235
H 0.6960 -1.7351 1.9840 0.0 -0.1 -0.1 -0.328
H -0.3845 -2.9757 3.7983 0.0 0.0 0.0 0.367
H -2.6575 -2.3701 4.5668 0.0 0.0 0.0 0.222
H -4.4853 -0.7678 4.5654 0.0 0.0 0.0 0.332
C -0.0634 3.7102 1.5934 -0.1 -0.2 0.1 -1.284
C 0.3464 2.3024 2.0757 0.1 0.0 0.0 0.852
C 1.4699 2.4554 3.1231 -0.3 0.0 0.0 -1.762
O 0.7447 1.5041 1.0453 0.8 0.5 -0.2 0.668
H -0.4512 4.3145 2.4234 0.0 0.1 0.0 0.390
H -0.8336 3.6272 0.8253 0.0 0.0 0.0 0.189
H 0.8038 4.2132 1.1514 0.0 0.0 0.0 0.091
H -0.5135 1.8955 2.6375 -0.1 0.0 0.0 -0.463
H 2.3405 2.9349 2.6635 0.0 0.0 0.0 0.250
H 1.7577 1.4641 3.4778 0.0 0.0 0.1 0.337
H 1.1381 3.0577 3.9780 0.0 0.0 0.0 0.346
```
Forces are in eV/Å.

Summary:
**Total charge**: -2
**Orbital gap (spin up / spin down)**: 5.015 / 4.991 eV
**2S+1**: 2
**E_HOMO (spin up / spin down)**: -0.65 / -0.62 eV

=====

Below is C26H74O12Zr as an isolated structure, with properties calculated with ωB97M-V/def2-TZVPD.

```
113
Properties=species:S:1:pos:R:3:forces:R:3:mulliken_charge:R:1
Zr 3.0583 1.5073 -2.3935 -5.1 1.2 7.7 1.843
C 2.6045 3.8211 0.6967 0.1 -0.2 0.2 -0.888
C 1.8498 4.1130 -0.5848 -0.2 1.2 0.9 1.376
C 2.1305 5.5047 -1.1180 0.7 0.0 -0.6 -1.659
O 2.2043 3.1139 -1.5308 2.3 -3.7 -3.4 -0.520
H 2.3700 2.8010 1.0061 0.1 0.0 0.2 -0.132
H 2.3214 4.4903 1.5081 -0.3 0.0 -0.1 0.533
H 3.6851 3.9472 0.5901 0.0 -0.1 -0.2 0.319
H 0.7730 4.0847 -0.3894 0.0 -0.6 -0.2 -0.331
H 3.2031 5.6371 -1.2927 0.0 0.0 0.1 0.389
H 1.8219 6.2606 -0.3980 -0.1 -0.1 0.1 0.404
H 1.6341 5.7060 -2.0670 -0.2 -0.1 0.1 0.432
C 0.2681 0.7227 0.4390 0.0 0.1 0.3 0.296
C 0.9232 -0.3071 -0.4590 -0.9 -0.8 1.0 0.996
C -0.1263 -1.0360 -1.2716 -0.3 -0.1 -0.7 -0.027
O 1.9500 0.2398 -1.2846 2.8 2.4 -3.6 -0.662
H 0.9628 1.1505 1.1627 0.0 0.2 -0.2 -0.505
H -0.4722 0.2053 1.0549 -0.1 -0.1 -0.1 -0.234
H -0.2623 1.5050 -0.1052 0.1 0.0 -0.1 0.032
H 1.3851 -1.0653 0.1861 0.4 0.2 -0.1 0.064
H -0.7496 -0.3084 -1.7966 0.0 -0.1 -0.1 -0.514
H -0.7863 -1.6237 -0.6325 0.1 0.3 0.3 -0.210
H 0.2567 -1.7740 -1.9804 0.3 0.3 -0.1 0.267
C 3.6717 -1.1023 2.5989 -0.4 0.1 0.4 -1.189
C 3.6726 0.4145 2.5476 -0.2 -0.3 -0.3 0.552
O 4.7615 0.9382 1.7267 -0.3 -0.1 0.1 -0.601
H 4.3333 -1.4477 3.3918 0.3 -0.3 -0.3 0.458
H 3.8628 -1.5559 1.6268 0.4 0.0 0.0 0.350
H 2.6770 -1.4588 2.8799 0.0 0.1 0.1 0.192
H 3.7710 0.8449 3.5428 -0.2 0.1 0.0 0.405
H 2.7460 0.7595 2.0926 0.1 0.3 0.0 -0.385
H 5.5619 0.6974 2.2097 0.2 0.2 -0.3 0.304
C -1.9388 -2.5659 1.7333 -0.4 0.0 0.2 -0.088
C -2.8667 -2.6672 2.9454 0.5 -0.1 -0.2 -0.718
O -4.1291 -3.1555 2.5470 -0.1 0.1 0.2 -0.545
H -1.7536 -3.5810 1.3832 0.3 0.1 0.0 0.260
H -1.0011 -2.0576 1.9759 0.1 -0.1 0.0 0.006
H -2.4430 -2.0387 0.9190 0.0 0.1 0.1 0.107
H -3.0111 -1.6990 3.4275 -0.2 0.0 -0.2 0.218
H -2.3907 -3.3048 3.7010 -0.1 -0.1 0.0 0.433
H -4.0395 -4.0575 2.2194 0.1 0.0 0.1 0.340
C -3.3931 1.2181 2.1602 0.1 0.3 0.5 0.057
C -4.6789 0.4408 2.2011 -0.6 -0.7 0.0 -0.797
O -5.7564 1.3089 1.8529 0.3 -0.1 0.1 -0.556
H -3.4576 2.0210 2.8992 0.0 0.1 -0.2 0.264
H -3.2151 1.6454 1.1754 0.0 0.1 0.0 -0.025
H -2.5272 0.6221 2.4643 -0.1 -0.2 -0.2 -0.101
H -4.8534 0.0084 3.1953 0.2 0.3 0.1 0.451
H -4.6884 -0.4397 1.5423 0.3 0.2 -0.2 0.318
H -6.5703 0.8344 2.0485 -0.1 0.1 -0.1 0.321
C -3.1797 1.8770 -1.7882 0.3 0.3 0.2 -0.438
C -1.9182 2.4794 -2.3948 -0.2 -0.7 0.1 0.068
O -2.0900 2.7815 -3.7547 0.2 0.5 0.0 -0.606
H -2.9853 1.4936 -0.7844 0.0 -0.1 -0.1 -0.243
H -3.5700 1.0795 -2.4206 0.0 0.0 0.0 0.235
H -3.9302 2.6590 -1.6789 -0.1 -0.1 -0.1 0.377
H -1.0719 1.7774 -2.2958 0.1 -0.1 0.1 -0.170
H -1.6346 3.3658 -1.8215 0.0 0.2 -0.4 0.369
H -2.3913 1.9767 -4.2107 0.0 0.1 0.1 0.414
C -0.7851 -5.8002 -1.8861 0.7 0.3 0.4 -0.634
C -1.3009 -5.4513 -0.5065 -0.1 0.6 -0.1 0.417
O -2.6306 -5.8908 -0.3001 0.0 -0.1 0.5 -0.542
H 0.2896 -5.5849 -1.8945 0.0 -0.2 -0.2 0.223
H -1.2137 -5.1721 -2.6662 -0.3 -0.2 0.0 0.031
H -0.9268 -6.8537 -2.1099 -0.1 0.0 -0.1 0.319
H -1.2270 -4.3687 -0.3129 -0.1 0.0 -0.5 -0.455
H -0.6629 -5.8435 0.2879 -0.3 -0.6 -0.1 0.398
H -3.2286 -5.4169 -0.8854 0.1 0.0 -0.1 0.311
C 6.8282 2.2958 -0.9191 0.4 0.1 0.7 -1.170
C 5.8989 1.1307 -1.1765 0.9 0.5 -0.3 -0.229
O 4.5227 1.5095 -0.8307 0.3 -0.5 -1.0 0.160
H 7.0929 2.3715 0.1387 -0.2 -0.2 0.0 0.310
H 6.3977 3.2664 -1.1633 0.0 -0.1 -0.4 0.283
H 7.7807 2.1457 -1.4269 -0.1 0.1 -0.2 0.422
H 6.2115 0.2490 -0.6208 -0.4 -0.1 0.2 0.219
H 5.9748 0.8374 -2.2378 -0.6 0.1 -0.1 0.560
H 4.4857 1.4528 0.1820 -0.3 -0.2 0.2 0.155
C -0.0447 0.9151 4.5777 0.1 -0.1 -0.4 -0.484
C 0.1837 -0.5703 4.8107 0.2 0.1 0.8 0.109
O 0.0732 -0.8609 6.2106 -0.1 -0.1 -0.5 -0.575
H -1.1062 1.1538 4.6259 0.0 0.2 0.1 0.328
H 0.3302 1.2617 3.6062 -0.1 -0.2 -0.1 -0.155
H 0.4885 1.5002 5.3258 -0.1 -0.1 0.1 0.397
H 1.2067 -0.8706 4.5678 -0.1 0.1 -0.1 0.050
H -0.5057 -1.2007 4.2377 0.0 0.1 -0.1 -0.064
H -0.8608 -0.8722 6.4456 0.0 0.0 0.1 0.361
C -0.6155 3.9292 2.4488 0.0 0.5 -0.6 0.236
C -1.5763 4.5660 3.4292 -0.2 -0.1 0.6 -1.071
O -1.7287 3.7491 4.5968 0.0 0.2 -0.3 -0.462
H -0.9382 2.9608 2.0638 -0.2 -0.1 0.3 -0.252
H 0.3750 3.8361 2.8984 0.0 -0.1 0.0 0.198
H -0.5562 4.5923 1.5751 0.2 0.0 0.0 0.268
H -2.5585 4.7447 2.9888 0.0 -0.3 0.0 0.332
H -1.2311 5.5537 3.7489 0.2 0.0 -0.2 0.490
H -1.1070 4.0959 5.2424 -0.1 -0.2 0.2 0.288
C -3.4380 -1.9807 -4.9104 -0.4 -1.1 -0.1 -1.168
C -2.3063 -1.0090 -4.6660 -0.7 0.1 0.2 0.371
O -2.6420 0.3177 -5.0886 0.2 -0.2 -0.2 -0.505
H -3.8519 -1.9910 -5.9226 0.1 0.5 0.0 0.361
H -4.2519 -1.8610 -4.1949 -0.1 0.4 -0.2 0.329
H -3.1494 -3.0334 -4.7950 0.4 0.2 0.2 0.300
H -1.3729 -1.3544 -5.1200 0.0 0.1 0.0 0.204
H -2.2035 -0.9153 -3.5831 0.4 -0.1 0.0 -0.209
H -2.9363 0.2783 -6.0060 0.0 0.1 0.0 0.283
C 0.9643 -3.7599 -4.3041 -0.2 0.5 0.5 -0.385
C 1.4935 -4.8171 -5.2570 1.1 0.2 0.6 -0.569
O 1.5823 -6.0891 -4.6308 -0.7 -0.1 -0.2 -0.505
H 1.5485 -3.7164 -3.3764 0.1 -0.2 -0.1 0.288
H -0.0576 -3.9591 -3.9830 0.0 -0.1 -0.2 -0.125
H 0.9860 -2.7396 -4.7045 0.0 -0.2 -0.3 0.342
H 2.5146 -4.5422 -5.5556 -0.2 0.2 -0.3 0.286
H 0.8874 -4.8904 -6.1561 -0.1 -0.2 0.1 0.328
H 2.3195 -6.1057 -4.0157 0.1 0.1 0.0 0.293
```
Forces are in eV/Å.

Summary:
**Total charge**: +2
**Orbital gap**: 4.104 eV
**2S+1**: 1
**E_HOMO**: -13.27 eV

=====

Below is one molecule with the formula C5H8Cl2, with properties calculated with ωB97M-V/def2-TZVPD.

```
15
Properties=species:S:1:pos:R:3:forces:R:3:nbo_charge:R:1
C -1.6993 -2.3046 -0.9261 -0.8 3.3 0.9 -0.593
C -1.3268 -1.0742 0.0684 0.9 -0.7 -1.0 -0.221
Cl -1.5613 -1.6682 1.7196 -0.5 -0.1 0.6 -0.055
C 0.0707 -0.4837 0.0113 1.5 -2.9 -2.0 -0.177
C 0.3309 0.7268 -0.4492 0.2 -0.4 -0.5 -0.195
C 1.6234 1.1372 -1.1229 0.4 -0.9 1.1 -0.396
Cl 2.0889 2.7342 -0.4430 0.2 0.1 -0.4 -0.069
H -2.7831 -2.4521 -0.7330 0.8 -0.4 -0.2 0.225
H -1.0834 -3.1066 -0.7071 0.9 -1.8 0.7 0.212
H -1.5363 -2.0652 -1.9726 -0.1 0.4 -0.1 0.212
H -1.9727 -0.2568 -0.1921 -0.8 0.3 0.4 0.205
H 0.9271 -1.2582 -0.0609 -1.4 1.1 0.5 0.193
H -0.4999 1.4007 -0.4246 -0.2 0.8 -0.4 0.203
H 1.5150 1.1938 -2.2207 0.0 0.2 0.6 0.229
H 2.4702 0.4129 -0.8798 -1.2 0.9 -0.3 0.227
```
Forces are in eV/Å.

Summary:
**Orbital gap**: 10.788 eV
**SMILES**: C[C@@H](Cl)/C=C/CCl
**2S+1**: 1
**E_HOMO**: -9.86 eV

=====

no.,total energy (eV),largest force on an atom (eV/Å)
1,-16622.681,5.273
2,-104146.347,1.021
3,-53994.402,9.312
4,-30358.639,3.778